A molecular structure, C32H20Br3ClN5O2STl in a non-equilibrium geometry. Source: OMol25; level of theory: ωB97M-V with the def2-TZVPD basis set.

Positions of all 65 atoms, in Å:
Tl -1.62 0.49 -1.17
Br -6.74 -2.04 4.27
C -5.75 -1.07 2.96
C -6.42 -0.31 2.00
C -5.69 0.39 1.07
C -4.25 0.37 1.01
O -3.68 1.03 0.07
C -3.60 -0.38 2.04
C -2.18 -0.39 2.30
N -1.24 0.08 1.60
C 0.04 0.31 2.17
C 0.19 0.69 3.50
C 1.44 1.06 3.99
C 2.53 1.06 3.14
C 2.42 0.68 1.79
C 3.64 0.77 1.01
C 3.99 0.35 -0.24
C 3.38 -0.39 -1.26
N 0.84 -0.09 0.03
C 1.14 0.27 1.32
C -4.38 -1.08 2.98
H -7.50 -0.27 1.99
H -6.18 0.98 0.31
H -1.95 -0.85 3.27
H -0.67 0.76 4.15
H 1.54 1.38 5.02
H 3.50 1.38 3.50
H 4.45 1.25 1.55
H 5.03 0.55 -0.50
H 3.84 -0.87 -2.10
H -3.87 -1.65 3.75
Br -0.78 3.33 -5.91
C -0.31 3.89 -4.16
C 0.58 4.95 -4.02
C 0.96 5.39 -2.79
Br 2.19 6.85 -2.67
C 0.45 4.78 -1.62
C 0.79 5.16 -0.30
C 0.21 4.52 0.76
C -0.70 3.48 0.52
N -1.01 3.09 -0.70
C -0.46 3.71 -1.76
C -0.87 3.19 -3.07
O -1.65 2.20 -3.17
H 0.98 5.43 -4.91
H 1.51 5.95 -0.14
H 0.46 4.78 1.78
H -1.18 2.95 1.33
Cl 1.74 -0.87 -1.03
N 1.55 -2.13 -2.38
C 1.45 -3.26 -1.91
N 0.92 -4.34 -1.56
C 1.17 -5.00 -0.38
C 0.50 -6.20 -0.13
C 0.66 -6.85 1.08
C 1.49 -6.31 2.06
C 2.16 -5.12 1.82
C 2.02 -4.43 0.61
S 2.87 -2.97 0.26
H 1.16 -0.07 -1.92
H 2.08 -2.06 -0.19
H -0.15 -6.59 -0.90
H 0.12 -7.77 1.27
H 1.62 -6.82 3.00
H 2.80 -4.70 2.58

Summary:
E_HOMO: -1.77 eV
Total energy: -10408.28006 Ha
ΔE to the lowest compared entry with this formula, charge and spin: 1345.41 kJ/mol
Strongest force on any atom: 0.115 Eh/bohr
Gap between HOMO and LUMO: 5.577 eV
Charge: -2